The following is a DFT calculation (ωB97M-V with the def2-TZVPD basis set) of a 2-piece molecular cluster, C3H8O2 overall in a non-equilibrium geometry.

Element x y z (Å)
C: 0.113 1.819 1.664
O: -0.468 0.838 1.999
H: -0.069 2.841 2.057
H: 0.962 1.856 0.959
C: 0.093 -1.562 -0.113
C: -0.461 -0.445 -0.962
O: 0.637 0.406 -1.320
H: 0.784 -1.187 0.635
H: -0.650 -2.144 0.431
H: 0.648 -2.231 -0.771
H: -1.224 0.160 -0.474
H: -0.964 -0.837 -1.847
H: 0.597 0.486 -2.258

Its HOMO energy is -10.005 eV. As for the energy above the lowest of the compared OMol25 structures with the same formula, charge and spin: 163.22 kJ/mol. Its structure (SMILES) is C=O.CCO. The lowest unoccupied orbital energy comes out at 0.91 eV. The calculation puts the molar mass at 76.1 g/mol. For the HOMO-LUMO gap, the calculation gives 0.4013 Ha. The value obtained for the calculated total energy is -7334.3589 eV.

Now the Mulliken charges, all in e: atom 1 (C): -0.07, atom 2 (O): -0.39, atom 3 (H): 0.26, atom 4 (H): 0.19, atom 5 (C): -1.05, atom 6 (C): -0.23, atom 7 (O): -0.51, atom 8 (H): 0.27, atom 9 (H): 0.31, atom 10 (H): 0.33, atom 11 (H): 0.21, atom 12 (H): 0.39, atom 13 (H): 0.29

***

The following is a DFT calculation (ωB97M-V with the def2-TZVPD basis set) of C14H6N4S3SeTc as an isolated structure.

Element x y z (Å)
Tc: 1.593 -0.094 -0.517
S: 0.393 -0.384 -2.443
C: -0.993 -1.453 -1.911
C: -2.201 -1.648 -2.663
C: -3.182 -2.419 -2.151
C: -4.370 -2.662 -2.909
N: -5.322 -2.845 -3.524
C: -3.067 -2.956 -0.796
C: -1.999 -2.683 -0.023
C: -0.856 -1.906 -0.499
S: -0.010 -0.938 0.781
C: -4.147 -3.731 -0.262
N: -5.006 -4.356 0.173
H: -2.306 -1.188 -3.637
H: -1.976 -3.011 1.008
S: 0.083 -4.181 -1.977
C: 0.091 -2.559 -1.553
N: 1.281 -1.678 -1.783
Se: 3.237 1.336 0.383
C: 3.007 2.833 1.559
C: 3.110 2.664 2.932
C: 2.969 3.782 3.741
N: 2.744 5.007 3.278
C: 2.654 5.151 1.960
C: 2.777 4.104 1.057
H: 3.294 1.692 3.367
H: 3.041 3.681 4.818
H: 2.470 6.156 1.598
H: 2.692 4.284 -0.005

Its HOMO energy (alpha / beta) is -8.765 / -9.188 eV. The lowest unoccupied orbital energy (alpha / beta) comes out at -1.86 / -2.97 eV. As for the spin multiplicity: 4. As for the expectation value of S²: 3.7872. The calculation puts the molar mass at 503.4 g/mol. For the HOMO-LUMO gap (alpha / beta), the calculation gives 0.2537 / 0.2285 Ha. The value obtained for the calculated total energy is -120620.5331 eV.

Now the Mulliken charges, all in e: atom 1 (Tc): 0.35, atom 2 (S): 0.03, atom 3 (C): 0.92, atom 4 (C): -0.86, atom 5 (C): 0.79, atom 6 (C): -0.29, atom 7 (N): -0.45, atom 8 (C): 0.63, atom 9 (C): -0.82, atom 10 (C): 0.73, atom 11 (S): -0.44, atom 12 (C): -0.47, atom 13 (N): -0.46, atom 14 (H): 0.49, atom 15 (H): 0.49, atom 16 (S): -0.11, atom 17 (C): 0.29, atom 18 (N): -0.61, atom 19 (Se): -0.21, atom 20 (C): 0.23, atom 21 (C): -0.30, atom 22 (C): -0.29, atom 23 (N): -0.55, atom 24 (C): -0.28, atom 25 (C): -0.25, atom 26 (H): 0.37, atom 27 (H): 0.35, atom 28 (H): 0.35, atom 29 (H): 0.37

***

The following is a DFT calculation (ωB97M-V with the def2-TZVPD basis set) of C36H95B4F16MnN10O12 as an isolated structure in a non-equilibrium geometry.

Element x y z (Å)
Mn: 0.218 -0.085 0.545
N: -1.633 1.761 2.697
O: -0.961 1.267 1.809
O: -1.942 1.168 3.713
O: -1.889 2.896 2.485
N: -1.894 -2.295 1.583
O: -2.443 -2.178 2.658
O: -2.183 -3.213 0.874
O: -0.856 -1.651 1.340
C: 3.563 0.750 -3.545
C: 2.331 1.636 -3.516
N: 1.325 1.233 -4.512
C: 1.112 1.829 -5.724
C: 0.256 1.072 -6.514
N: -0.109 -0.014 -5.702
C: 0.486 0.107 -4.472
C: -0.764 -1.246 -6.087
H: 3.925 0.814 -4.571
H: 3.305 -0.301 -3.415
H: 4.353 1.003 -2.838
H: 2.605 2.644 -3.826
H: 1.720 1.680 -2.615
H: 1.631 2.769 -5.837
H: -0.202 1.168 -7.487
H: 0.483 -0.735 -3.796
H: -1.809 -1.113 -6.368
H: -0.602 -2.056 -5.376
H: -0.441 -1.484 -7.100
C: -3.096 4.419 -1.605
N: -1.951 5.403 -1.366
C: -1.109 4.829 -0.228
C: -1.178 5.422 -2.644
C: -2.575 6.799 -1.018
C: -1.499 7.826 -0.520
O: -0.950 7.409 0.740
H: -3.465 4.228 -0.598
H: -2.702 3.473 -1.975
H: -3.924 4.779 -2.216
H: -1.023 3.742 -0.252
H: -1.818 4.896 0.598
H: -0.158 5.345 -0.100
H: -0.972 4.374 -2.857
H: -0.290 6.018 -2.431
H: -1.845 5.897 -3.364
H: -3.202 6.615 -0.146
H: -3.100 7.246 -1.863
H: -1.984 8.773 -0.285
H: -0.743 7.977 -1.290
H: -0.035 7.695 0.690
C: 2.567 5.253 5.788
N: 1.886 4.129 4.872
C: 3.077 3.375 4.077
C: 0.972 3.225 5.727
C: 1.013 4.779 3.741
C: 1.767 5.691 2.762
O: 2.209 6.951 3.180
H: 1.720 5.925 5.921
H: 3.388 5.688 5.216
H: 2.861 4.746 6.707
H: 2.697 2.544 3.482
H: 3.715 3.018 4.886
H: 3.759 3.995 3.494
H: 0.452 2.485 5.117
H: 0.276 3.855 6.280
H: 1.578 2.673 6.445
H: 0.433 5.507 4.308
H: 0.369 4.049 3.250
H: 1.055 5.847 1.952
H: 2.524 5.087 2.260
H: 2.105 7.593 2.474
C: -3.063 -3.691 -2.881
N: -2.323 -5.085 -2.814
C: -0.993 -4.948 -2.096
C: -3.166 -6.049 -2.072
C: -2.213 -5.559 -4.314
C: -1.642 -6.964 -4.633
O: -2.608 -7.963 -4.570
H: -4.045 -3.760 -3.348
H: -2.518 -2.934 -3.445
H: -3.176 -3.208 -1.910
H: -1.134 -4.332 -1.209
H: -0.253 -4.623 -2.828
H: -0.633 -5.885 -1.671
H: -4.213 -5.868 -2.319
H: -3.094 -5.814 -1.010
H: -2.848 -7.080 -2.225
H: -1.430 -4.859 -4.607
H: -3.173 -5.395 -4.804
H: -0.829 -7.038 -3.911
H: -1.167 -6.789 -5.599
H: -2.234 -8.793 -4.874
C: -0.568 -5.288 3.435
N: 0.850 -5.354 2.963
C: 1.216 -4.189 1.958
C: 1.848 -5.172 4.162
C: 1.211 -6.736 2.362
C: 0.431 -7.245 1.127
O: 0.651 -6.596 -0.045
H: -0.668 -4.320 3.924
H: -0.776 -6.098 4.133
H: -1.167 -5.380 2.529
H: 2.210 -4.308 1.527
H: 1.171 -3.215 2.445
H: 0.435 -4.287 1.205
H: 2.860 -5.129 3.760
H: 1.803 -6.079 4.764
H: 1.583 -4.253 4.685
H: 1.028 -7.458 3.158
H: 2.297 -6.763 2.271
H: -0.656 -7.281 1.201
H: 0.675 -8.266 0.833
H: 1.413 -7.075 -0.380
C: 5.510 1.488 1.661
N: 5.724 0.318 2.666
C: 7.163 0.223 3.101
C: 4.858 0.718 3.922
C: 5.230 -1.036 2.063
C: 5.231 -2.356 2.949
O: 6.544 -2.720 3.377
H: 5.692 2.478 2.080
H: 4.492 1.414 1.278
H: 6.200 1.395 0.822
H: 7.763 -0.252 2.325
H: 7.266 -0.303 4.050
H: 7.360 1.275 3.305
H: 5.035 -0.164 4.537
H: 3.857 0.780 3.493
H: 5.282 1.535 4.505
H: 5.863 -1.166 1.185
H: 4.232 -0.806 1.692
H: 5.030 -3.209 2.300
H: 4.547 -2.361 3.799
H: 6.488 -3.586 3.786
C: -5.671 1.048 -4.116
N: -6.186 0.762 -2.737
C: -6.825 2.013 -2.156
C: -7.132 -0.394 -2.987
C: -4.944 0.436 -1.901
C: -5.123 0.762 -0.388
O: -6.060 -0.002 0.363
H: -5.140 0.180 -4.506
H: -4.936 1.832 -4.296
H: -6.491 1.156 -4.826
H: -6.225 2.922 -2.117
H: -7.323 1.670 -1.250
H: -7.654 2.166 -2.847
H: -8.064 -0.133 -3.487
H: -7.428 -0.609 -1.960
H: -6.623 -1.274 -3.381
H: -4.059 1.025 -2.143
H: -4.689 -0.597 -2.138
H: -5.222 1.809 -0.100
H: -4.186 0.379 0.015
H: -5.936 -0.030 1.315
B: 1.197 -0.693 3.924
F: 1.521 0.440 4.595
F: 1.961 -1.738 4.174
F: -0.106 -1.093 4.132
F: 1.329 -0.419 2.598
B: 2.179 2.495 -0.010
F: 1.424 1.498 0.483
F: 1.454 3.305 -0.918
F: 2.660 3.280 1.043
F: 3.287 1.984 -0.646
B: 2.463 -2.001 -0.738
F: 1.689 -2.286 -1.925
F: 3.153 -3.010 -0.149
F: 3.487 -1.151 -0.946
F: 1.646 -1.391 0.188
B: -1.244 0.448 -1.595
F: -1.926 -0.158 -2.672
F: -1.786 -0.072 -0.342
F: 0.067 0.116 -1.472
F: -1.389 1.780 -1.473

Its HOMO energy (alpha / beta) is -12.255 / -12.273 eV. The lowest unoccupied orbital energy (alpha / beta) comes out at -5.64 / -5.64 eV. As for the spin multiplicity: 6. As for the expectation value of S²: 8.7519. The calculation puts the molar mass at 1262.4 g/mol. As for the charge: +3. For the HOMO-LUMO gap (alpha / beta), the calculation gives 0.2429 / 0.2436 Ha. The value obtained for the calculated total energy is -155838.6410 eV.

Atomic partial charges in e from the Mulliken method, atoms 1 to 99: atom 1 (Mn): 1.34, atom 2 (N): 0.35, atom 3 (O): -0.32, atom 4 (O): -0.60, atom 5 (O): -0.64, atom 6 (N): 0.38, atom 7 (O): -0.63, atom 8 (O): -0.66, atom 9 (O): 0.07, atom 10 (C): -1.19, atom 11 (C): 0.61, atom 12 (N): 0.45, atom 13 (C): -0.34, atom 14 (C): -0.63, atom 15 (N): 0.27, atom 16 (C): -0.38, atom 17 (C): -1.00, atom 18 (H): 0.47, atom 19 (H): 0.21, atom 20 (H): 0.26, atom 21 (H): 0.23, atom 22 (H): -0.60, atom 23 (H): 0.53, atom 24 (H): 0.51, atom 25 (H): 0.31, atom 26 (H): 0.35, atom 27 (H): 0.30, atom 28 (H): 0.43, atom 29 (C): -1.02, atom 30 (N): 0.58, atom 31 (C): -0.56, atom 32 (C): -0.79, atom 33 (C): -0.47, atom 34 (C): -0.71, atom 35 (O): -0.45, atom 36 (H): 0.53, atom 37 (H): 0.05, atom 38 (H): 0.45, atom 39 (H): -0.25, atom 40 (H): 0.51, atom 41 (H): 0.25, atom 42 (H): 0.14, atom 43 (H): 0.44, atom 44 (H): 0.32, atom 45 (H): 0.37, atom 46 (H): 0.40, atom 47 (H): 0.48, atom 48 (H): 0.36, atom 49 (H): 0.25, atom 50 (C): -0.85, atom 51 (N): -0.06, atom 52 (C): -1.18, atom 53 (C): -0.78, atom 54 (C): -0.23, atom 55 (C): 1.21, atom 56 (O): -0.60, atom 57 (H): 0.36, atom 58 (H): 0.35, atom 59 (H): 0.38, atom 60 (H): 0.02, atom 61 (H): 0.82, atom 62 (H): 0.52, atom 63 (H): 0.19, atom 64 (H): 0.44, atom 65 (H): 0.40, atom 66 (H): 0.59, atom 67 (H): -0.10, atom 68 (H): -0.72, atom 69 (H): -0.15, atom 70 (H): 0.37, atom 71 (C): -1.22, atom 72 (N): 0.56, atom 73 (C): -1.19, atom 74 (C): -0.79, atom 75 (C): -0.20, atom 76 (C): -0.72, atom 77 (O): -0.51, atom 78 (H): 0.46, atom 79 (H): 0.35, atom 80 (H): 0.42, atom 81 (H): 0.36, atom 82 (H): 0.37, atom 83 (H): 0.47, atom 84 (H): 0.37, atom 85 (H): 0.26, atom 86 (H): 0.35, atom 87 (H): 0.12, atom 88 (H): 0.49, atom 89 (H): 0.26, atom 90 (H): 0.47, atom 91 (H): 0.33, atom 92 (C): -0.83, atom 93 (N): 0.17, atom 94 (C): 0.07, atom 95 (C): -0.84, atom 96 (C): -0.59, atom 97 (C): -0.94, atom 98 (O): -0.37, atom 99 (H): 0.35

***

The following is a DFT calculation (ωB97M-V with the def2-TZVPD basis set) of one molecule with the formula C5H3F3 in a non-equilibrium geometry.

Element x y z (Å)
C: 1.275 -1.576 -1.486
C: 0.734 -0.737 -0.820
C: 0.133 0.137 0.116
C: 0.779 0.946 0.998
C: -1.392 0.133 0.040
F: -1.901 0.240 1.316
F: -1.923 -0.964 -0.502
F: -2.005 1.153 -0.581
H: 2.177 -1.892 -1.902
H: 0.362 1.747 1.462
H: 1.761 0.812 1.358

Its HOMO energy is -9.901 eV. As for the energy above the lowest of the compared OMol25 structures with the same formula, charge and spin: 129.87 kJ/mol. Its structure (SMILES) is C#CC(=C)C(F)(F)F. The lowest unoccupied orbital energy comes out at -0.21 eV. The calculation puts the molar mass at 120.1 g/mol. For the HOMO-LUMO gap, the calculation gives 0.3560 Ha. The value obtained for the calculated total energy is -13383.0457 eV.

Now the Mulliken charges, all in e: atom 1 (C): -0.16, atom 2 (C): -0.45, atom 3 (C): 0.43, atom 4 (C): -0.90, atom 5 (C): 0.81, atom 6 (F): -0.26, atom 7 (F): -0.24, atom 8 (F): -0.25, atom 9 (H): 0.36, atom 10 (H): 0.34, atom 11 (H): 0.32

***

Number 3 is which compound? C36H95B4F16MnN10O12